(1)
Below is an isolated ion of composition C6H11N2 and charge +1 in a non-equilibrium geometry, with properties calculated with ωB97M-V/def2-TZVPD.

Each line ends with the Mulliken charge.
Geometry (Å):
N -0.990 -1.463 -0.093  -0.982
N -0.898 -0.108 -0.007  0.850
C 1.382 -1.473 0.047  -0.470
C 0.059 -2.144 -0.066  -0.003
C 1.462 -0.189 0.053  0.591
C 1.960 1.142 -0.015  -1.026
C -1.405 0.435 1.237  -0.867
C -1.298 0.601 -1.205  -0.924
H -2.488 0.576 1.195  0.310
H -2.386 0.631 -1.305  0.326
H 0.000 -3.217 -0.135  0.485
H 2.205 -2.163 0.147  0.435
H -1.176 -0.247 2.053  0.338
H -0.928 1.624 -1.151  0.331
H 1.432 1.803 0.677  0.278
H 3.019 1.160 0.256  0.383
H -0.884 0.104 -2.081  0.339
H 1.872 1.529 -1.033  0.304
H -0.938 1.400 1.427  0.305

## Properties
- Energy above the lowest of the compared OMol25 structures with the same formula, charge and spin: 4.440 eV
- Frontier orbital gap: 8.59 eV
- Total energy: -9370.29426 eV
- Total charge: +1

=====

(2)
Below is an isolated ion of composition C6H11N2 and charge +1 in a non-equilibrium geometry, with properties calculated with ωB97M-V/def2-TZVPD.

Each line ends with the Mulliken charge.
Geometry (Å):
N 0.774 1.399 0.058  -0.394
N -0.548 1.271 -0.066  0.037
C 1.428 0.073 -0.104  0.683
C 0.868 -1.179 -0.228  -0.765
C -1.195 0.132 0.107  0.650
C -0.669 -1.227 -0.073  -0.504
C -2.727 0.159 0.261  -1.223
C 2.829 0.204 0.302  -1.273
H -3.249 1.179 -0.099  0.330
H -2.955 0.075 1.333  0.332
H -1.068 -1.987 0.615  0.449
H 3.479 0.581 -0.489  0.300
H 1.448 -2.054 -0.256  0.389
H -0.968 2.110 0.139  0.269
H 1.199 2.248 -0.356  0.293
H -1.177 -1.548 -1.057  0.325
H -3.103 -0.773 -0.191  0.373
H 3.210 -0.813 0.505  0.327
H 2.778 0.870 1.093  0.402

## Properties
- Energy above the lowest of the compared OMol25 structures with the same formula, charge and spin: 3.248 eV
- Frontier orbital gap: 8.59 eV
- Total energy: -9371.48678 eV
- Total charge: +1
- SMILES: CC1=CCC(C)=[NH+]N1

=====

(3)
Below is an isolated ion of composition C6H11N2O and charge +1 in a non-equilibrium geometry, with properties calculated with ωB97M-V/def2-TZVPD.

Each line ends with the Mulliken charge.
Geometry (Å):
O -1.485 -0.075 2.401  -0.322
N 0.099 0.136 -2.250  -0.394
N -0.441 -0.701 -0.172  -0.236
C -0.529 -2.063 -0.657  -1.169
C 0.212 1.556 -0.200  -0.554
C -0.051 0.275 -0.917  0.485
C 1.049 0.322 2.097  -0.467
C 0.320 1.479 1.397  -0.226
C -0.389 0.437 2.119  0.383
H 0.008 -0.798 -2.523  0.097
H -0.063 -2.800 0.012  0.312
H 0.313 2.516 1.802  0.417
H -0.518 2.283 -0.629  0.368
H -0.076 -2.240 -1.641  0.385
H 0.726 0.657 -2.871  0.254
H 1.531 0.591 2.986  0.355
H 1.298 1.970 -0.440  0.310
H -1.502 -0.949 2.744  0.391
H 1.331 -0.486 1.444  0.240
H -1.553 -2.268 -0.817  0.372

## Properties
- Energy above the lowest of the compared OMol25 structures with the same formula, charge and spin: 3.898 eV
- Frontier orbital gap: 8.28 eV
- Total energy: -11418.26868 eV
- Total charge: +1

=====

(4)
Below is an isolated ion of composition C6H11N2O and charge +1 in a non-equilibrium geometry, with properties calculated with ωB97M-V/def2-TZVPD.

Each line ends with the Mulliken charge.
Geometry (Å):
O 0.198 -1.879 0.314  -0.195
N 0.534 -0.636 0.311  0.466
N -1.458 0.116 -0.644  -0.316
C 0.112 1.899 -1.172  -0.875
C 1.289 1.066 -1.256  -0.238
C -1.363 1.211 -1.139  -0.085
C -0.856 -2.396 1.146  -0.680
C 1.366 -0.210 -0.716  -0.362
C 0.364 0.139 1.469  -0.458
H 1.270 0.293 2.071  0.284
H 2.200 -0.835 -1.009  0.422
H -0.477 -0.474 1.957  0.295
H -1.770 -1.664 0.984  0.388
H 0.219 2.637 -2.046  0.402
H 1.904 1.301 -2.103  0.347
H 0.017 1.110 1.110  0.158
H -1.001 -3.354 0.562  0.252
H -0.646 -2.544 2.189  0.355
H -2.009 1.729 -1.746  0.466
H 0.107 2.492 -0.280  0.374

## Properties
- 2S+1: 3
- Energy above the lowest of the compared OMol25 structures with the same formula, charge and spin: 3.559 eV
- Frontier orbital gap (alpha / beta): 9.55 / 8.11 eV
- Total energy: -11414.24488 eV
- Total charge: +1

=====

(5)
Below is a 2-piece molecular cluster, C6H11N2O2 overall in a non-equilibrium geometry, with properties calculated with ωB97M-V/def2-TZVPD.

Each line ends with the Mulliken charge.
Geometry (Å):
O -5.301 -1.251 0.191  -0.045
O -2.760 1.631 0.191  -0.201
N -1.011 0.533 -0.735  0.429
N -2.223 0.597 -0.407  -0.119
C 1.192 -0.660 0.552  -0.534
C 0.117 -1.417 -0.103  -0.676
C 0.762 0.738 1.004  -0.585
C 0.032 1.430 -0.257  -0.723
C -0.545 -0.704 -1.322  -0.684
C -5.105 -0.146 0.174  0.009
H 0.473 -2.283 -0.627  0.362
H -0.329 2.326 0.155  0.340
H 0.340 -0.418 -1.752  0.383
H 1.651 -1.015 1.465  0.323
H 0.646 1.742 -1.082  0.355
H 1.966 -0.663 -0.208  0.308
H -0.576 -1.780 0.650  0.382
H -1.310 -1.284 -1.742  0.478
H 1.550 1.366 1.190  0.422
H 0.076 0.686 1.838  0.322
H -3.712 1.561 0.010  0.454

## Properties
- Energy above the lowest of the compared OMol25 structures with the same formula, charge and spin: 4.865 eV
- Frontier orbital gap: 10.17 eV
- Total energy: -13465.26782 eV
- Total charge: +1

=====

(6)
Below is an isolated ion of composition C6H11N2O2 and charge +1 in a non-equilibrium geometry, with properties calculated with ωB97M-V/def2-TZVPD.

Each line ends with the Mulliken charge.
Geometry (Å):
O 2.243 -0.546 -0.182  -0.221
O 1.273 1.472 0.121  0.012
N 1.213 0.214 -0.150  0.123
N 0.185 2.120 0.046  -0.404
C 3.563 0.004 0.032  -0.579
C -1.002 -2.422 0.459  -1.309
C -0.973 1.415 -0.211  0.621
C -1.232 -1.323 -0.603  -0.146
C -2.198 2.261 0.149  -1.239
C -0.911 0.098 -0.455  0.237
H -0.009 -2.615 0.595  0.373
H -1.413 -2.216 1.356  0.445
H 3.688 -0.056 1.021  0.338
H 3.499 0.914 -0.509  0.302
H -1.444 -3.284 0.176  0.432
H -1.888 3.127 0.715  0.360
H -2.361 -0.952 -0.540  0.253
H -2.785 1.785 0.808  0.442
H -0.977 -1.585 -1.569  0.360
H -2.743 2.374 -0.786  0.340
H 4.273 -0.783 -0.472  0.259

## Properties
- Energy above the lowest of the compared OMol25 structures with the same formula, charge and spin: 11.436 eV
- Frontier orbital gap (alpha / beta): 8.12 / 8.08 eV
- Total energy: -13458.69740 eV
- Total charge: +1

=====

(7)
Below is an isolated ion of composition C6H11N2O2 and charge +1 in a non-equilibrium geometry, with properties calculated with ωB97M-V/def2-TZVPD.

Each line ends with the Mulliken charge.
Geometry (Å):
O 0.705 -0.935 1.779  -0.573
O -0.619 0.909 -1.970  -0.580
N -2.286 2.673 1.114  -0.302
N -0.972 0.934 0.343  -0.155
C 1.228 -0.955 0.677  0.467
C 0.457 -0.914 -0.606  0.188
C 2.746 -0.909 0.480  -1.342
C -0.572 0.143 -0.839  0.454
C -1.857 1.893 0.159  0.020
C -0.943 -1.276 -0.690  -0.936
H -2.894 3.341 0.652  0.293
H -0.254 1.012 1.105  0.247
H 3.183 -0.375 -0.311  0.415
H 3.215 -0.563 1.465  0.340
H -1.418 -1.715 0.161  0.297
H -2.216 1.854 -0.820  0.472
H -1.214 -1.713 -1.589  0.262
H -1.850 2.756 2.031  0.274
H 1.103 -1.093 -1.446  0.396
H -0.972 0.268 -2.688  0.426
H 2.937 -1.986 0.232  0.336

## Properties
- Energy above the lowest of the compared OMol25 structures with the same formula, charge and spin: 2.511 eV
- Frontier orbital gap: 9.91 eV
- Total energy: -13467.62196 eV
- Total charge: +1
- SMILES: CC(=O)[C@H]1C[C@@]1(O)/[NH+]=C/N

=====

(8)
Below is an isolated ion of composition C6H11N2O2S and charge +1 in a non-equilibrium geometry, with properties calculated with ωB97M-V/def2-TZVPD.

Each line ends with the Mulliken charge.
Geometry (Å):
S -2.795 -0.413 -0.073  0.619
O -2.351 -1.655 0.400  -0.498
O -1.342 0.682 0.058  -0.384
N 0.976 1.021 -0.657  0.152
N 0.416 -1.001 -0.003  0.023
C 0.812 2.499 -0.872  -0.824
C 1.830 -0.968 -0.249  0.332
C 2.526 -2.172 -0.022  -1.268
C 2.150 0.278 -0.693  -0.280
C -3.725 0.497 1.235  -0.830
C -0.009 0.186 -0.324  0.293
H 1.966 -2.795 0.717  0.339
H -0.057 -1.901 0.023  0.371
H 0.530 2.885 0.189  0.295
H -4.307 -0.211 1.859  0.370
H -4.581 0.864 0.604  0.332
H 0.017 2.528 -1.546  0.320
H 3.127 0.776 -1.067  0.357
H 2.688 -2.924 -0.832  0.280
H 3.486 -2.114 0.512  0.353
H 1.733 2.866 -1.152  0.355
H -3.088 1.074 1.894  0.295

## Properties
- Energy above the lowest of the compared OMol25 structures with the same formula, charge and spin: 0.631 eV
- Frontier orbital gap: 9.95 eV
- Total energy: -24302.25420 eV
- Total charge: +1

=====

(9)
Below is a 2-piece molecular cluster, C6H11N3 overall in a non-equilibrium geometry, with properties calculated with ωB97M-V/def2-TZVPD.

Each line ends with the Mulliken charge.
Geometry (Å):
N -1.322 0.560 0.762  -0.584
N -0.909 0.766 -2.028  -0.610
N -0.006 -1.538 1.043  -0.581
C -1.842 -0.319 -0.107  -0.007
C 1.929 0.043 0.649  -0.940
C -0.389 1.645 -1.160  0.131
C -0.592 1.543 0.216  -0.485
C 0.924 -0.956 0.074  -0.118
C -1.638 -0.217 -1.482  -0.098
H -0.539 -0.793 1.504  0.276
H -2.077 -0.951 -2.171  0.348
H 2.590 0.433 -0.143  0.287
H 1.397 0.892 1.113  0.160
H 2.551 -0.444 1.419  0.358
H 0.214 2.461 -1.579  0.371
H -0.154 2.278 0.904  0.535
H -2.444 -1.135 0.313  0.337
H 1.471 -1.792 -0.403  0.437
H 0.319 -0.460 -0.709  -0.091
H 0.517 -2.016 1.785  0.275

## Properties
- Energy above the lowest of the compared OMol25 structures with the same formula, charge and spin: 1.624 eV
- Frontier orbital gap: 9.36 eV
- Total energy: -10869.19513 eV
- SMILES: c1cnccn1.CCN

=====

(10)
Below is C6H11N3 as an isolated structure in a non-equilibrium geometry, with properties calculated with ωB97M-V/def2-TZVPD.

Each line ends with the Mulliken charge.
Geometry (Å):
N 0.094 -1.514 -0.005  -0.746
N -1.938 -0.589 -0.522  -0.186
N -0.257 0.852 -0.133  -0.473
C -0.623 -0.415 -0.142  0.463
C 1.450 0.002 1.136  -0.832
C 1.851 0.045 -1.001  -0.861
C 1.327 0.962 -0.101  -0.284
C -2.851 0.137 0.343  -0.774
C 1.430 -1.138 -0.012  0.093
H -3.046 -0.245 1.505  0.235
H 1.573 2.056 -0.159  0.371
H -2.337 -1.497 -0.786  0.271
H 2.187 -1.986 0.344  0.366
H 1.339 -0.115 -1.858  0.445
H 2.552 0.100 1.389  0.305
H 1.023 0.031 2.123  0.334
H -3.825 0.581 -0.537  0.278
H -0.635 1.490 -0.839  0.325
H 2.860 -0.104 -0.999  0.381
H -2.174 1.349 0.253  0.287

## Properties
- Energy above the lowest of the compared OMol25 structures with the same formula, charge and spin: 6.399 eV
- Frontier orbital gap: 8.94 eV
- Total energy: -10864.41992 eV

=====

What is the total energy in the tenth record? -10864.41992 eV

=====

total energy of number 8 (C6H11N2O2S)? -24302.25420 eV

=====

Look up the total energy of the ninth one. -10869.19513 eV

=====

Which of these has the lowest total energy? C6H11N2O2S